{
  "formula": "C33H35ClFeIN7OS",
  "method": "ωB97M-V/def2-TZVPD",
  "species": ["C", "H", "I", "C", "H", "H", "H", "C", "H", "Fe", "C", "C", "H", "C", "N", "H", "C", "C", "C", "N", "C", "C", "H", "H", "C", "C", "H", "H", "C", "O", "C", "C", "H", "N", "C", "H", "N", "C", "H", "H", "C", "H", "H", "C", "C", "H", "H", "C", "C", "H", "C", "S", "H", "H", "H", "H", "C", "H", "N", "H", "C", "H", "C", "H", "H", "C", "C", "H", "H", "N", "C", "C", "H", "H", "C", "Cl", "C", "H", "N", "H"],
  "coordinates": [[-0.4964, 1.9104, -5.5526], [2.3709, 1.5219, -5.4787], [4.1223, -2.4828, 3.8594], [1.0242, 1.7722, 1.9605], [-1.5658, -1.6521, -7.6426], [-0.9959, 1.5466, -4.6518], [-3.6268, 2.0987, -5.9664], [-0.8691, 1.7425, 4.1343], [-5.4260, -2.4376, -5.2326], [0.4123, -0.3965, 0.0232], [-4.9328, 0.8797, -4.7886], [-4.0028, 1.0954, -5.8002], [0.1011, 2.7787, -5.2654], [-0.1746, 3.1404, 6.4192], [-0.2780, -1.1080, -3.9054], [1.1880, -1.3351, -7.4569], [0.9278, -3.2175, 0.3499], [-1.7573, 1.7671, 5.2227], [0.7031, 3.1333, 5.3532], [1.2218, 2.4371, 3.1037], [2.8365, 0.7969, -1.0094], [-1.4075, 2.4627, 6.3520], [-2.0833, 2.4915, 7.1962], [2.0872, 2.9521, 3.2119], [-5.0119, -1.4499, -5.3859], [1.1181, -1.7214, -2.4824], [-3.7815, -2.0444, -7.0226], [1.9570, -2.2146, -2.0215], [2.7686, -2.8528, 2.3422], [0.7070, -1.5449, -6.6471], [-1.0217, -1.0696, -5.1757], [-3.5504, 0.0520, -6.5992], [2.3834, -0.7773, 1.9849], [1.2441, -1.9661, 0.7251], [-0.5577, -0.4514, -2.7995], [2.7500, -0.0289, -1.6992], [0.3186, -0.7976, -1.8443], [0.3608, 2.4421, 4.2011], [-1.2854, -2.1035, -5.3915], [2.9339, -5.0005, 2.3946], [-1.2592, -0.6051, -7.5917], [-1.3681, 0.2548, -2.7059], [-2.7051, 1.2455, 5.1645], [2.4576, -4.1461, 1.9315], [-4.0838, -1.2179, -6.3891], [2.1722, -0.2309, -5.3982], [0.1075, 1.5813, -8.2328], [3.8809, 2.8131, -0.2767], [0.9222, 1.4111, -7.5307], [-2.9569, 0.1191, -8.6405], [2.0360, 1.8449, 0.8807], [-1.2911, 0.8480, 2.7521], [1.3856, 0.8163, -4.2040], [2.9847, 3.6857, 1.4676], [4.6171, 3.5982, -0.3890], [4.5202, 1.6859, -1.9926], [0.4316, 0.8630, -6.1862], [-1.2625, 2.2677, -6.2354], [0.7774, -1.9290, -3.7184], [1.4159, 2.3707, -7.3711], [2.1461, -1.7949, 1.7096], [0.1730, -3.3239, -0.4173], [3.8239, 1.7631, -1.1690], [0.0877, 3.6810, 7.3192], [1.6455, 3.6649, 5.4144], [2.9678, 2.8528, 0.7762], [-0.2674, -0.5326, -6.3995], [1.6559, 0.7525, -8.0027], [1.2539, -5.3140, 0.5855], [1.9506, 0.8384, -0.0118], [-5.4214, -0.3970, -4.5821], [1.6632, 0.7204, -5.2609], [-0.6741, -0.4264, -8.4940], [-2.2224, 1.3468, -7.6627], [1.5228, -4.3231, 0.9247], [-6.5767, -0.6808, -3.3154], [-2.5025, 0.2955, -7.6619], [-5.2829, 1.6987, -4.1743], [-0.0186, 1.0215, 1.7142], [-1.9280, -0.5009, -4.9938]],
  "forces_ev_per_a": [[0.07, 0.04, -0.07], [-0.04, 0.02, 0.03], [0.08, 0.02, 0.06], [0.01, 0.11, 0.00], [-0.02, 0.00, -0.05], [-0.01, 0.01, 0.00], [-0.04, -0.01, 0.00], [0.10, 0.17, 0.20], [-0.01, 0.02, -0.02], [-0.56, 1.63, 0.49], [0.08, 0.11, -0.02], [0.02, 0.00, 0.12], [-0.01, 0.00, -0.01], [-0.10, -0.04, 0.02], [0.00, -0.19, -0.18], [-0.06, -0.04, -0.03], [-0.08, 0.07, 0.03], [0.00, -0.02, -0.11], [0.05, 0.02, -0.03], [-0.05, 0.02, 0.00], [0.09, 0.10, 0.09], [0.07, 0.07, 0.06], [0.02, 0.00, 0.00], [0.00, -0.02, -0.01], [0.03, -0.08, -0.05], [-0.08, 0.12, -0.19], [-0.01, 0.00, 0.01], [-0.02, -0.06, 0.04], [-0.04, -0.02, -0.03], [0.12, 0.15, 0.06], [0.05, -0.04, -0.07], [0.07, 0.09, -0.06], [0.01, 0.01, 0.01], [0.26, -0.27, 0.20], [-0.05, 0.19, 0.22], [0.03, 0.06, -0.02], [0.38, -0.95, -0.43], [-0.07, 0.01, 0.03], [-0.07, 0.01, 0.01], [0.00, 0.00, -0.01], [-0.04, 0.11, 0.15], [-0.02, -0.04, -0.02], [0.02, -0.01, 0.00], [0.00, -0.01, -0.01], [-0.06, -0.03, -0.01], [0.03, 0.00, -0.04], [0.00, -0.01, 0.00], [0.01, 0.06, 0.02], [0.03, -0.01, -0.01], [0.02, -0.03, 0.00], [0.02, -0.02, 0.11], [-0.11, -0.16, -0.09], [0.02, 0.00, -0.02], [0.02, -0.01, -0.01], [0.00, -0.01, 0.01], [-0.01, -0.01, 0.00], [-0.06, -0.10, 0.16], [0.00, -0.03, 0.04], [-0.08, 0.09, 0.04], [0.01, -0.02, 0.00], [-0.01, -0.16, -0.08], [0.03, 0.00, -0.06], [-0.01, -0.05, 0.01], [-0.01, 0.00, 0.00], [-0.02, 0.00, 0.00], [0.08, 0.03, 0.00], [0.04, 0.08, -0.08], [-0.02, 0.00, -0.01], [-0.02, 0.01, 0.01], [0.04, -0.12, -0.44], [-0.07, -0.04, 0.10], [-0.03, -0.01, 0.01], [0.05, -0.07, -0.02], [-0.02, 0.02, -0.03], [0.01, -0.05, 0.03], [0.08, 0.01, -0.05], [-0.06, -0.11, -0.05], [-0.03, 0.00, -0.03], [-0.02, -0.64, -0.02], [0.00, 0.00, 0.10]],
  "homo_lumo_gap_ev": [4.2, 2.6],
  "relative_energy_kcal_mol": 10.12,
  "fmax_ev_per_a": 1.79,
  "total_charge": 3,
  "spin_multiplicity": 2,
  "e_homo_ev": [-14.15, -14.15],
  "e_tot_ev": -113087.395
}

{
  "formula": "C3H6N4O",
  "method": "ωB97M-V/def2-TZVPD",
  "species": ["N", "H", "H", "O", "N", "H", "N", "C", "H", "C", "H", "N", "H", "C"],
  "coordinates": [[-0.2038, 2.4424, 2.7518], [2.1547, -1.6417, -0.3800], [1.0930, 0.9064, 0.7028], [-1.5467, 0.7031, 0.2625], [0.4945, 2.0936, 1.9165], [0.7583, -2.1571, -1.0246], [1.3034, 1.9123, 1.1103], [-0.6382, -0.1911, -0.1751], [1.6457, -0.9879, -1.8649], [1.3292, -1.2946, -0.8700], [-2.5887, -1.0986, -0.1542], [0.6042, -0.3440, -0.0444], [-2.4418, 0.0605, -1.5863], [-1.9637, -0.4032, -0.6446]],
  "forces_ev_per_a": [[0.36, -0.75, -0.90], [2.36, -0.49, 1.49], [0.95, 1.19, 0.01], [0.93, -0.91, 0.37], [-4.14, 2.71, 5.49], [-1.21, -1.45, -0.36], [3.31, -2.31, -4.17], [0.94, 0.71, -0.26], [-0.16, 0.81, 0.12], [-1.41, 0.56, -0.77], [-0.51, -0.88, 0.42], [-1.07, 0.15, -0.74], [1.32, -1.16, 1.20], [-1.67, 1.82, -1.91]],
  "homo_lumo_gap_ev": 9.3,
  "relative_energy_kcal_mol": 123.85,
  "fmax_ev_per_a": 7.39,
  "e_homo_ev": -8.74,
  "e_tot_ev": -11211.406
}

{
  "formula": "C29H31BF2I2N3O6STi",
  "method": "ωB97M-V/def2-TZVPD",
  "species": ["C", "H", "C", "C", "B", "C", "O", "H", "S", "H", "H", "C", "H", "C", "C", "C", "C", "H", "I", "C", "F", "C", "H", "H", "C", "H", "H", "O", "C", "C", "C", "C", "C", "C", "I", "C", "C", "Ti", "C", "H", "H", "H", "C", "O", "H", "C", "C", "F", "H", "H", "H", "H", "H", "C", "H", "C", "H", "H", "H", "H", "H", "H", "H", "N", "O", "H", "C", "C", "C", "O", "N", "N", "H", "O", "H", "H"],
  "coordinates": [[4.5644, -2.1161, 1.4470], [-1.4121, 1.3504, 1.7122], [3.9312, 3.0529, -2.7147], [-1.3953, -5.6814, 3.7491], [-1.6154, -3.4419, -1.3243], [2.8790, 1.1017, -1.8328], [-0.9218, -3.7489, -0.1744], [-5.3939, -0.0751, -0.4012], [-1.2395, -1.3414, 2.7153], [2.9615, 3.9351, -4.4108], [0.9874, 2.8242, -0.7371], [-1.4303, -3.4144, 4.6054], [4.7184, 3.7946, -2.6730], [-3.9849, 1.5777, -0.4907], [1.8996, 1.1484, -2.8085], [-1.6051, 0.7908, -3.4315], [-1.9821, 1.7317, 0.8716], [5.0575, -0.4193, -2.1418], [-3.4531, -2.3868, -1.2974], [1.7975, -0.0984, 0.0549], [0.0507, -1.6367, -1.6159], [-1.4740, -4.7837, 4.8307], [-4.1899, 3.1519, -1.9270], [4.1505, -2.4293, 2.4022], [0.2877, 3.2215, 1.9488], [-1.4413, -6.7454, 3.9464], [5.6974, -1.5215, -0.9162], [0.6841, 0.4862, -0.0555], [-2.4152, 3.4041, -0.7584], [-1.2264, -3.8582, 2.2078], [-0.3788, 3.7298, 0.6732], [-1.3016, -2.9789, 3.3036], [3.8970, 2.0425, -1.7682], [-1.2724, -5.2489, 2.4499], [-7.1321, -2.5140, -1.3174], [-1.5984, 2.9225, 0.2560], [2.9440, 3.1283, -3.6895], [-1.0268, -0.4984, -0.6429], [0.6388, 3.8205, -0.4667], [1.7513, -1.2505, 1.9602], [-1.4984, -2.7091, 5.4238], [-1.2234, -5.9478, 1.6263], [4.7903, -1.1620, -1.3943], [-1.2488, 1.8604, -3.8689], [0.6723, 2.2097, 1.8173], [2.3039, -0.9478, 1.0876], [-1.1044, -3.1392, 1.0156], [-1.1927, -4.0126, -2.4350], [4.7580, -3.0110, 0.8521], [1.4996, 4.4226, -0.1640], [-3.4684, 0.2052, 1.0852], [-0.4060, 3.2060, 2.7910], [-0.7472, 4.7432, 0.8722], [-5.2768, 0.9071, -0.8561], [4.2635, -1.9912, -1.8736], [-3.1614, 1.0763, 0.5166], [-6.1249, 1.5121, -0.5266], [0.2047, 4.2682, -1.3621], [4.6340, 1.9924, -0.9771], [-5.3711, 0.7775, -1.9353], [1.1334, 2.2497, -4.4623], [1.1188, 0.4002, -2.8288], [1.1265, 3.8700, 2.2118], [3.9571, -0.5380, -0.3743], [-0.0373, -0.6638, 3.1535], [-1.5804, -5.1593, 5.8393], [3.5946, -1.2161, 0.7632], [1.9277, 2.1851, -3.7331], [-3.5802, 2.7452, -1.1278], [-2.4737, -0.6473, 2.9646], [2.8077, 0.0830, -0.8344], [-1.0843, -1.7572, 1.1112], [5.5147, -1.6108, 1.6225], [-1.6386, 0.4647, -2.1700], [-2.1437, 4.3227, -1.2678], [-1.9528, -0.0138, -4.1007]],
  "forces_ev_per_a": [[-0.01, 0.02, -0.01], [-0.01, 0.01, -0.01], [0.01, 0.00, 0.01], [-0.01, 0.01, 0.05], [0.60, -0.12, 0.30], [0.00, -0.19, 0.17], [-0.19, -0.01, -0.27], [0.01, 0.01, 0.01], [0.14, 0.12, -0.16], [0.00, 0.00, 0.00], [0.01, 0.02, 0.02], [0.01, -0.01, -0.04], [-0.01, 0.01, -0.02], [-0.03, 0.03, -0.08], [0.00, 0.09, -0.10], [-0.11, -0.06, 0.06], [0.11, -0.01, 0.22], [0.00, 0.00, 0.00], [-0.24, 0.14, -0.03], [-0.01, -0.06, 0.18], [0.25, -0.36, -0.27], [-0.01, -0.03, 0.00], [-0.01, 0.00, 0.00], [0.00, 0.00, 0.00], [-0.02, 0.02, -0.02], [0.00, 0.00, 0.01], [0.01, 0.00, -0.01], [-0.25, -0.26, -0.06], [-0.13, -0.03, -0.05], [0.08, 0.04, -0.04], [-0.04, -0.07, 0.02], [-0.03, -0.11, 0.18], [-0.01, 0.07, -0.06], [0.00, 0.04, -0.01], [-0.02, 0.00, -0.02], [0.07, 0.03, -0.05], [-0.01, 0.01, -0.02], [-0.44, 0.90, 0.28], [0.00, 0.00, -0.04], [-0.04, 0.02, 0.00], [0.00, 0.01, -0.01], [0.00, 0.00, -0.01], [-0.04, -0.01, 0.00], [0.08, 0.02, -0.03], [0.01, -0.03, -0.01], [0.07, 0.08, -0.18], [-0.03, 0.27, -0.01], [-0.01, -0.17, -0.07], [-0.01, 0.00, 0.00], [0.00, 0.01, -0.01], [-0.02, 0.02, -0.04], [-0.01, 0.00, 0.00], [0.03, 0.02, 0.01], [0.00, 0.03, 0.03], [0.02, 0.00, -0.02], [-0.03, -0.09, -0.06], [-0.02, -0.01, -0.03], [0.00, -0.01, 0.01], [-0.01, -0.02, 0.01], [0.00, -0.01, 0.00], [-0.01, 0.03, -0.03], [0.02, -0.01, 0.02], [-0.01, 0.00, 0.00], [0.00, 0.01, 0.00], [-0.06, -0.02, -0.01], [0.00, -0.02, -0.01], [0.01, -0.11, 0.14], [-0.01, -0.07, 0.08], [0.10, 0.01, 0.05], [0.04, -0.01, 0.02], [-0.02, 0.11, -0.16], [-0.05, -0.29, -0.05], [0.00, 0.00, 0.01], [0.31, -0.03, 0.22], [-0.01, -0.01, -0.01], [-0.04, -0.04, 0.01]],
  "homo_lumo_gap_ev": [5.6, 5.6],
  "relative_energy_kcal_mol": 3.15,
  "fmax_ev_per_a": 1.05,
  "total_charge": -1,
  "spin_multiplicity": 3,
  "e_homo_ev": [-3.89, -3.90],
  "e_tot_ev": -103604.313
}